This record from the Open Molecules 2025 dataset describes C23H30BF4N3Si2V as an isolated structure. The level of theory is the ωB97M-V functional and the def2-TZVPD basis.

Each line ends with the Löwdin spin population.
Element x y z (Å)
H 5.99 -1.34 1.30  0.00
F 0.62 -2.71 -0.54  0.01
H -3.11 4.46 0.38  0.00
H -4.30 0.43 -0.33  0.00
H -4.72 -2.53 0.89  0.00
C -3.52 1.17 -0.26  -0.03
C -3.84 2.48 0.00  -0.03
C -1.52 3.11 -0.07  -0.02
C -2.17 0.78 -0.43  -0.04
H 0.23 4.34 -2.12  0.00
H -0.76 3.86 0.05  0.00
H 2.30 2.19 1.19  0.00
N 0.11 1.35 -0.67  -0.15
H -3.40 -1.59 -3.03  0.00
C 2.78 2.41 0.23  0.00
F 0.32 -3.69 -2.65  0.00
H -1.71 -0.36 4.38  0.00
H 5.53 -1.07 -1.15  0.00
C -1.16 1.79 -0.40  -0.05
H 0.97 4.78 -0.57  0.00
H 0.48 -0.76 5.46  0.00
V 0.23 -0.56 -0.49  1.61
C 4.74 -1.01 -0.42  0.00
H -1.46 -3.75 0.04  0.00
C 4.99 -1.16 0.94  0.00
H -4.69 -2.47 -2.21  0.00
H 3.07 1.92 -3.03  0.00
C -3.86 -1.86 1.00  0.00
C 1.10 4.18 -1.48  0.00
H -4.88 2.75 0.13  0.00
F 0.75 -1.42 -2.36  0.01
H 3.21 3.41 0.29  0.00
H -4.23 -0.90 1.35  0.00
C 2.64 -0.86 1.35  0.00
C 1.54 -0.83 3.60  0.00
C 3.44 -0.80 -0.82  0.00
H 1.38 2.04 -3.55  0.00
B 1.06 -2.81 -1.93  0.00
C 0.41 -0.69 4.38  0.00
N -1.71 -0.50 -0.61  -0.19
C 1.44 -0.75 2.21  0.00
H -1.89 -0.23 1.95  0.00
C -4.02 -1.61 -2.13  0.00
H 3.21 -0.70 -1.87  0.00
H -4.63 -0.71 -2.12  0.00
H -1.68 -3.73 -1.71  0.00
H -3.22 -2.29 1.77  0.00
C -2.84 3.45 0.13  -0.05
H 4.10 -1.22 2.88  0.00
H -3.01 -4.23 -0.66  0.00
C 2.04 1.65 -2.77  0.00
C 0.21 -0.55 1.57  -0.04
H 1.95 0.57 -2.80  0.00
C -0.82 -0.47 3.78  0.00
C 3.93 -1.09 1.82  0.00
H 3.60 1.70 0.10  0.00
N 2.42 -0.71 0.03  0.00
Si 1.49 2.38 -1.13  -0.01
C -0.91 -0.41 2.39  0.00
Si -2.91 -1.84 -0.63  -0.02
H 2.49 -0.98 4.08  0.00
C -2.17 -3.53 -0.76  0.00
F 2.40 -3.04 -2.00  0.00
H 1.98 4.57 -1.99  0.00

* expectation value of S²: 1.217
* total charge: 0
* calculated total energy: -3006.4164 a.u.
* LUMO energy (spin up / spin down): -1.20 / -0.14 eV
* spin multiplicity: 2